DFT (ωB97M-V/def2-TZVPD) results for a structure of composition C46H110NO28P7 in a non-equilibrium geometry.

```
192
Properties=species:S:1:pos:R:3:forces:R:3
C -8.1701 1.1044 -3.7840 -0.7199 -0.5105 -1.8040
C -7.9484 -0.2348 -4.5548 -4.7914 1.4197 0.4158
O -6.6776 -0.5716 -4.5943 5.2415 -2.1832 1.5482
P -6.2353 -1.4860 -3.3075 -0.3728 -1.5013 1.0437
O -7.0841 -1.2924 -2.0536 2.0472 -0.5760 -3.2238
O -4.6662 -1.1978 -3.1815 -2.3310 -3.7478 -0.6917
C -4.1819 0.0451 -3.0571 1.4280 3.8653 -0.8310
C -3.5254 0.5367 -4.3718 0.3607 -0.1010 0.4770
O -6.2007 -3.0367 -3.9124 0.4037 2.4109 1.8469
C -5.8168 -3.1760 -5.2755 -1.3121 0.7741 -2.7416
C -5.2521 -4.5401 -5.6314 -0.5404 0.7293 1.6970
H -8.9056 1.6132 -4.4070 -0.3030 0.3918 0.3446
H -8.5657 1.0081 -2.7729 0.4878 -0.0758 -0.0656
H -7.2642 1.6978 -3.9084 0.0645 -0.0229 0.5410
H -8.5370 -1.0440 -4.1225 -0.3942 0.0756 0.3244
H -8.3111 -0.2119 -5.5824 0.0011 0.5915 -0.1510
H -4.9981 0.7454 -2.8801 0.0891 0.2655 0.7086
H -3.4478 0.0228 -2.2517 -0.1159 0.3920 0.1424
H -4.2563 0.6188 -5.1763 0.0744 -0.4683 -0.0571
H -3.0687 1.5247 -4.3130 -0.1964 0.2134 0.5649
H -2.6713 -0.0968 -4.6113 -0.2855 -0.3122 -0.4283
H -6.7663 -3.0707 -5.8003 -0.2612 -0.2386 -0.2571
H -5.2900 -2.3393 -5.7342 0.6830 0.1427 0.8263
H -4.1621 -4.5360 -5.6310 -0.1661 -0.3500 -0.1114
H -5.6680 -5.0076 -4.7389 0.5508 -1.3248 -0.1453
H -5.7300 -4.9678 -6.5128 0.3422 0.1513 -0.0264
C 4.0091 5.0134 -5.8509 -0.3965 -0.6330 1.5368
C 3.7722 5.0928 -4.2821 0.6116 1.0876 -2.0731
O 3.6976 3.8034 -3.7328 0.1398 -0.9876 2.1359
P 3.8479 3.6985 -2.0997 2.0292 -0.5655 -0.2893
O 5.0713 4.4371 -1.5318 -3.4451 -1.8456 -1.2259
O 2.3725 4.1072 -1.6085 1.1385 -0.3096 -1.8905
C 2.3072 4.6481 -0.3151 -0.2321 -0.0979 1.0208
C 0.8572 4.9521 -0.0045 0.7392 0.3424 0.2738
O 3.9078 2.0859 -1.8311 0.0074 2.4550 0.4284
C 2.8730 1.1711 -2.2464 0.1631 1.4033 -1.8690
C 3.6097 0.1121 -2.9640 0.8815 -1.9999 -0.3337
H 3.5362 5.8924 -6.2890 0.2394 -0.1254 -0.2480
H 5.0468 4.8816 -6.1575 0.1122 0.4681 0.3068
H 3.5398 4.0958 -6.2056 -0.4547 0.1759 -0.0707
H 4.5803 5.6612 -3.8217 0.0664 -0.0407 0.0982
H 2.8483 5.6487 -4.1224 -0.1969 -0.1767 0.1463
H 2.7160 3.8789 0.3401 0.0505 0.2419 0.5382
H 2.9479 5.5299 -0.3243 -0.1083 0.1025 0.5187
H 0.7994 5.3382 1.0132 -0.0526 0.0918 0.0586
H 0.5687 5.7491 -0.6899 -0.5334 -0.2080 -0.0135
H 0.2283 4.0626 -0.0435 0.0337 0.0934 -0.3152
H 2.1407 0.9097 -1.4825 0.6529 -0.2177 0.4838
H 2.2817 1.6410 -3.0323 -0.3022 0.3939 0.1130
H 4.4327 -0.3331 -2.4049 -0.5488 -0.5741 0.9148
H 2.9057 -0.6311 -3.3384 0.2442 -0.2676 0.1990
H 4.2602 0.3783 -3.7972 -0.7924 1.1413 -0.4766
C -6.3459 0.1789 0.6055 -1.2059 0.6360 0.9096
C -6.8889 1.6640 0.4955 0.9820 -2.0656 -1.2984
O -5.9028 2.6852 0.6073 0.8312 0.4102 1.6408
P -5.7012 3.4267 2.0209 1.7526 1.9534 -0.9855
O -6.7389 4.4807 2.2859 1.3203 -2.1374 0.3134
O -5.4006 2.2308 3.1160 1.1575 1.5202 -4.2131
C -6.1941 2.0852 4.2143 -0.3781 0.9045 2.4473
C -5.4554 2.8431 5.3567 -0.5076 -0.6873 -0.0674
O -4.1561 4.0693 1.8022 -2.4823 -0.3873 0.5417
C -3.9032 5.1825 0.8882 0.1468 -0.1954 -0.4826
C -2.4183 5.3119 0.7281 1.4543 -0.1915 -0.8715
H -5.5361 -0.1047 -0.0667 0.0670 0.5232 0.1325
H -6.1669 -0.1529 1.6283 0.5662 0.3448 0.1100
H -7.1799 -0.4621 0.3197 -0.1356 0.1161 -0.3486
H -7.1232 1.6992 -0.5684 -0.8050 0.3587 0.1717
H -7.7328 1.8740 1.1526 -0.1043 -0.1663 -0.1690
H -7.1966 2.3832 3.9071 -0.2842 0.0987 0.8974
H -6.1693 1.0467 4.5443 -0.2483 -0.2210 -0.4363
H -5.4260 3.9325 5.3353 -0.3663 -0.0731 -0.3041
H -5.8009 2.4897 6.3282 -0.0746 0.1792 0.1193
H -4.4338 2.4860 5.2269 0.1307 0.1336 0.2021
H -4.3429 4.9777 -0.0880 -0.0616 -0.4041 0.0014
H -4.2970 6.1664 1.1429 -0.4863 -0.3238 0.9250
H -1.8243 5.7613 1.5239 -0.4842 -0.2799 0.5526
H -1.9378 4.3818 0.4243 -0.2719 -0.3703 0.5385
H -2.1167 5.9204 -0.1244 -0.6932 0.4764 -0.2630
C -0.3643 -6.1573 -6.0098 0.1790 1.1349 0.7923
C 0.0648 -4.5878 -6.0451 -3.0086 -2.3436 -3.9950
O 0.5405 -4.0765 -4.9273 2.7215 2.3013 4.9376
P 1.2464 -2.5915 -4.7928 -0.8113 0.1057 -0.9991
O 0.8989 -1.6302 -5.8867 0.6545 -1.6131 1.2948
O 0.8429 -2.0558 -3.3237 1.2645 -1.3627 -1.3346
C -0.5483 -1.9403 -2.9790 -0.4633 0.0112 0.6171
C -1.0441 -3.1546 -2.1546 -0.3354 0.8103 -0.9997
O 2.8065 -2.9991 -4.6501 -1.5469 0.7120 1.3617
C 3.6252 -3.1309 -5.7814 1.7162 -0.1384 -0.9056
C 4.8457 -2.1927 -5.7491 -0.4135 0.2364 -0.3788
H -0.9469 -6.5085 -6.8615 0.5253 0.5767 -0.6880
H 0.4392 -6.8683 -5.8174 0.3394 0.2792 -0.2306
H -1.1031 -6.3895 -5.2427 0.1047 0.6130 0.6193
H 0.7163 -4.3689 -6.8912 0.1605 -0.4192 -0.2286
H -0.8420 -4.0123 -6.2309 -0.4730 -0.3265 -0.7164
H -0.5956 -0.9983 -2.4327 0.0374 -0.1579 0.5212
H -1.1461 -1.6912 -3.8557 -0.0411 -0.6419 -0.2986
H -2.0894 -2.9835 -1.8977 -0.0059 0.3388 0.4164
H -1.1319 -4.0488 -2.7717 0.6234 -0.0808 -0.0106
H -0.4354 -3.3065 -1.2632 -0.0770 -0.0764 -0.1107
H 4.0602 -4.1290 -5.8332 -0.4737 -0.4028 0.3311
H 3.0378 -3.0114 -6.6918 0.1058 0.3369 -0.0600
H 5.4829 -2.3814 -6.6131 -0.3837 0.0809 -0.4878
H 4.4957 -1.1606 -5.7668 0.2614 0.0886 0.0220
H 5.5806 -2.3361 -4.9569 -0.6065 -0.1543 0.6293
C 6.5517 1.3041 -0.3537 0.6902 -0.6296 -1.0931
C 6.3035 0.5100 0.9126 -0.5653 1.3429 -0.1496
O 4.8728 0.3833 1.1386 -0.8241 1.7155 2.5957
P 4.3356 0.6436 2.6802 1.3813 -1.3763 0.2926
O 2.8611 0.7253 2.7659 1.0995 -0.0206 -0.0829
O 5.1493 1.9008 3.3440 -0.8372 -1.3374 -2.0926
C 5.1887 2.3246 4.7034 0.8171 -1.0739 0.9741
C 6.4723 3.1087 4.8895 -0.1589 0.7421 0.3007
O 5.0593 -0.6393 3.4537 -0.3320 3.9617 -0.9073
C 4.4769 -1.8777 3.6526 0.6640 -2.0664 0.5846
C 3.3850 -1.9296 4.6919 -0.6748 0.3383 -0.3254
H 6.2182 2.3358 -0.4655 -0.4945 -0.0778 0.8912
H 7.6341 1.3850 -0.4531 0.2533 -0.1901 -0.0906
H 6.1871 0.8169 -1.2581 -0.0199 -0.2368 0.0757
H 6.6775 -0.5133 0.9441 0.4098 0.2522 -0.2272
H 6.7311 1.1557 1.6796 0.1010 -0.5936 0.4912
H 4.3165 2.9154 4.9832 -0.0735 -0.0240 -0.2963
H 5.2429 1.4473 5.3479 -0.3289 -0.2214 -0.0229
H 6.7537 3.3067 5.9238 -0.7341 -0.0316 0.3653
H 7.3834 2.6123 4.5556 -0.3622 -0.0056 -0.8051
H 6.2564 4.0804 4.4453 0.8421 0.0558 -0.3359
H 4.3009 -2.4005 2.7125 -0.8606 0.2375 -0.1188
H 5.3039 -2.4834 4.0231 0.2131 0.0209 0.2946
H 2.4265 -1.6451 4.2578 -0.2071 -0.4910 -0.0365
H 3.3946 -2.9255 5.1348 -0.4475 0.0314 -0.1074
H 3.4923 -1.2058 5.4998 0.6364 0.0148 0.0457
C 6.8458 -2.6100 -1.4426 -0.3103 2.1944 -1.1739
C 5.9915 -3.7323 -2.0120 1.6494 0.6992 -0.6018
O 5.6838 -4.5100 -0.9289 -3.0356 -2.0293 2.6888
P 4.1901 -4.4333 -0.2329 0.1718 0.4019 1.4360
O 4.1125 -4.6812 1.2382 0.8033 0.8537 -1.9094
O 3.6105 -2.9704 -0.7477 1.2549 -4.7809 -1.9369
C 3.3734 -1.8908 0.0468 -0.6192 1.6739 1.1903
C 2.0478 -2.0422 0.7388 -0.8737 0.0407 -0.2282
O 3.3517 -5.5917 -0.9261 2.0576 0.5648 2.8686
C 2.9122 -5.5249 -2.2133 -0.1737 2.1931 -1.1442
C 1.9252 -6.5513 -2.3621 -2.5444 -2.9940 -1.3366
H 7.0919 -2.6002 -0.3808 -0.0381 -0.9441 -0.0993
H 7.7484 -2.4726 -2.0380 0.1736 -0.0460 0.1793
H 6.3096 -1.6670 -1.5487 -0.1152 0.2927 -0.1212
H 5.0963 -3.4931 -2.5860 0.1963 0.6595 -0.0067
H 6.6619 -4.2923 -2.6641 -0.2568 -0.4545 -0.1167
H 4.2336 -1.7588 0.7031 -0.3021 0.2438 0.1633
H 3.2811 -1.0378 -0.6255 0.4642 0.1044 0.1091
H 1.7749 -1.1763 1.3419 0.4409 -0.3755 0.7234
H 1.2312 -2.0189 0.0173 0.1531 -0.1276 -0.6124
H 1.9532 -3.0360 1.1766 0.1372 0.3084 0.7607
H 2.4400 -4.5428 -2.2365 -0.1489 0.1614 -1.0668
H 3.7243 -5.5840 -2.9380 0.0947 0.0276 -0.1340
H 1.3495 -6.8002 -1.4706 -0.0023 0.7219 0.2237
H 1.2136 -6.3373 -3.1596 -0.1197 0.3547 0.0118
H 2.2681 -7.5441 -2.6532 0.7625 -0.0030 -0.0395
C 0.1883 2.6293 6.4848 1.6087 0.5444 0.2728
C 0.7992 1.1973 6.6830 -0.6079 2.2792 -0.1514
O -0.2609 0.3061 6.3640 -0.7944 -1.1553 1.2399
P -1.0644 -0.4398 7.5394 -0.8532 -1.7029 0.7058
O -0.3325 -1.5160 8.3100 -1.5228 2.3388 -1.5847
O -1.6623 0.7799 8.4364 2.4130 -0.8417 -1.9981
C -2.4471 0.5870 9.5662 -1.3170 1.1419 0.4066
C -3.7583 1.2644 9.2352 -1.5621 0.8455 1.0429
O -2.4149 -0.9818 6.7990 0.5024 0.5533 1.1441
C -3.2610 -0.1637 5.9094 1.6770 -0.3381 -0.4117
C -2.6462 -0.3687 4.5781 -1.2392 0.2643 -1.3891
H -0.7011 2.8448 7.0769 -0.4324 -0.7473 -0.5107
H 0.8192 3.4243 6.8822 0.8017 -0.2434 0.3624
H 0.1689 2.9711 5.4499 -0.7579 -0.5887 -0.1524
H 1.6281 0.9726 6.0117 -0.1413 0.1646 -0.1201
H 1.1762 1.1392 7.7041 -0.2671 -0.5079 0.1184
H -2.5708 -0.4414 9.9058 0.2088 -0.0887 -0.2975
H -1.9972 1.1917 10.3536 0.1525 -0.3418 0.2906
H -4.4043 0.8789 8.4464 0.4382 -0.5151 -0.0426
H -4.3800 1.3601 10.1253 -0.2285 -0.7418 0.3502
H -3.6998 2.3380 9.0558 0.9196 0.0541 -0.5563
H -4.3171 -0.4317 5.8798 0.1731 -0.3909 0.9661
H -3.1163 0.9085 6.0419 -0.3576 -0.0264 1.0384
H -1.7302 0.2216 4.6026 0.0628 -0.7029 -0.8986
H -2.6412 -1.3944 4.2093 0.8500 -0.2007 0.6053
H -3.3880 0.0184 3.8796 0.3051 0.8712 -0.4500
N 0.1635 1.0895 1.8156 0.5038 0.3066 -0.3661
C -0.7519 1.8363 2.4866 -0.0966 0.2597 -0.3344
C -1.8852 1.7917 1.7622 -2.7607 -0.9721 -0.5437
C -1.7345 0.9339 0.6066 1.3686 0.5765 1.3017
C -0.4021 0.5774 0.6637 0.2160 0.0611 0.0538
H 1.1421 1.1481 2.0584 0.2264 -0.5115 -0.2565
H -0.5975 2.3907 3.4005 0.3948 -0.2961 -0.0686
H -2.8589 2.0974 2.1156 0.1987 0.4193 -0.0708
H -2.4804 0.5652 -0.0819 0.0875 0.3056 0.0090
H 0.2171 0.0599 -0.0541 -0.0810 -0.1702 0.1713
```
Forces are in eV/Å.

## Properties
**Total charge**: -1
**LUMO level (alpha / beta)**: 1.8 / 1.8 eV
**Gap between HOMO and LUMO (alpha / beta)**: 1.1 / 8.1 eV
**<S²>**: 0.75
**Spin multiplicity**: 2
**HOMO level (alpha / beta)**: 0.670 / -6.373 eV

Atom charges from the Löwdin analysis, given in e for atoms 1 to 6: -0.058 -0.389 -0.197 0.590 -0.251 -0.171